The following is a DFT calculation (the ωB97M-V functional and the def2-TZVPD basis) of a 8-piece molecular cluster, C14H46N2O8 overall at a distorted geometry.

Element x y z (Å)
C  1.3348  6.0138  -1.1793
O  1.3397  4.9260  -2.1357
C  0.5283  3.8578  -1.6380
C  0.5258  2.7769  -2.7000
C  -0.2935  3.2241  -3.8703
N  -0.0585  1.5315  -2.1398
H  0.3443  6.4818  -1.1285
H  2.0627  6.7650  -1.4705
H  1.6280  5.5974  -0.1895
H  0.9307  3.4274  -0.7114
H  -0.5004  4.2082  -1.4701
H  1.6062  2.6025  -2.9520
H  -1.2221  3.5192  -3.3780
H  -0.4874  2.6049  -4.7258
H  0.1097  4.1476  -4.2570
H  0.1162  0.8164  -2.8513
H  0.6048  1.2614  -1.4213
C  3.8048  -2.3746  2.3894
O  2.6913  -3.2604  2.3693
C  1.8039  -2.9383  3.4034
C  0.5459  -3.7106  3.1585
C  -0.4829  -3.3063  4.2445
N  0.6924  -5.1675  3.0620
H  3.5215  -1.3599  2.0247
H  4.5359  -2.6940  1.6483
H  4.3143  -2.3158  3.3695
H  2.1766  -3.2641  4.4071
H  1.4720  -1.9082  3.4570
H  0.0582  -3.3902  2.2554
H  -0.1151  -3.4206  5.2417
H  -1.3389  -3.9864  4.1531
H  -0.8103  -2.2544  4.0703
H  0.7650  -5.6345  3.9706
H  1.4425  -5.4556  2.4831
C  -3.5011  -1.8340  1.7125
O  -4.2658  -2.9085  1.1014
H  -3.9698  -0.9259  1.3526
H  -3.5637  -1.9775  2.7855
H  -2.4518  -1.8620  1.4001
H  -4.1026  -3.7429  1.5682
C  -0.6890  -1.8086  -4.2274
O  -0.4357  -0.8373  -5.2760
H  -0.8959  -1.2145  -3.3352
H  -1.5598  -2.4518  -4.3609
H  0.1513  -2.4456  -4.0230
H  -0.3577  -1.2360  -6.1217
C  -1.9119  0.9084  2.6078
O  -0.8340  1.5042  1.8494
H  -1.9424  1.4463  3.5372
H  -2.8533  0.9023  2.1165
H  -1.5959  -0.1146  2.8594
H  -1.1318  1.6754  0.9443
C  3.3120  1.5936  -1.2346
O  3.9980  2.5088  -2.0760
H  2.6197  2.1026  -0.5459
H  2.7420  0.9126  -1.9009
H  4.0353  1.0264  -0.6603
H  3.8157  3.4231  -1.8307
C  -3.6978  0.1796  -1.4176
O  -2.6044  0.8735  -0.8135
H  -4.6446  0.4364  -0.9341
H  -3.7676  0.4807  -2.4562
H  -3.5500  -0.9018  -1.3915
H  -2.0103  1.2310  -1.4829
C  0.2267  -1.0194  0.2867
O  1.1795  0.0236  0.6251
H  0.2185  -1.8329  1.0458
H  -0.7837  -0.6066  0.2039
H  0.4329  -1.4376  -0.6851
H  0.7423  0.6085  1.2878

The net charge is 0. The value obtained for the energy relative to the best compared isomer or geometry (same formula, charge and spin) is 75.7 kcal per mole. The largest force on an atom is 2.11 eV/Å. The structure (SMILES) is COC[C@H](C)N.COC[C@H](C)N.CO.CO.CO.CO.CO.CO. The total energy comes out at -1272.27383 a.u. The frontier orbital gap is 9.81 eV.

Atomic partial charges in e from the Löwdin method, atoms 1 to 6: C -0.08; O -0.19; C -0.22; C -0.43; C -0.05; N 0.07